Entry 1:
Computed, not measured: C33H33AsFN3O4PtSi as an isolated structure, with ωB97M-V/def2-TZVPD.

Structure (XYZ):
```
77
Properties=species:S:1:pos:R:3:mulliken_charge:R:1
Pt -1.357 -0.040 -0.065 1.80
C -1.239 1.453 3.514 -0.79
C -2.379 0.715 2.912 -0.11
N -2.451 0.168 1.708 0.07
C -3.727 -0.332 1.562 0.17
C -4.422 -0.124 2.711 0.14
N -3.553 0.529 3.544 -0.05
C -5.804 -0.420 3.176 0.50
O -6.599 -1.004 2.318 -0.55
O -6.111 -0.110 4.305 -0.63
C -4.154 -0.826 0.230 0.77
O -5.290 -1.292 0.095 -0.92
O -3.287 -0.674 -0.686 -0.63
H -0.347 1.345 2.905 -0.20
H -1.024 1.086 4.518 0.39
H -1.472 2.517 3.575 0.41
H -3.815 0.832 4.471 0.24
H -6.142 -1.163 1.421 0.44
C -2.301 -1.527 -4.052 -1.31
Si -0.889 -1.664 -2.832 0.87
C -1.268 -3.011 -1.582 -1.07
C 0.640 -2.182 -3.814 -1.30
N -0.739 -0.153 -1.979 0.30
C -0.454 1.041 -2.626 0.43
C 0.434 1.108 -3.718 -0.13
C 0.723 2.289 -4.383 -1.08
C 0.149 3.488 -3.991 -0.52
C -0.743 3.468 -2.929 -0.62
C -1.028 2.281 -2.296 0.32
F -1.964 2.340 -1.302 -0.39
H -2.471 -2.480 -4.560 0.37
H -2.105 -0.771 -4.815 0.33
H -3.215 -1.254 -3.521 0.29
H -0.969 -3.983 -1.982 0.44
H -2.338 -3.038 -1.372 0.30
H -0.751 -2.866 -0.629 0.17
H 0.760 -3.269 -3.772 0.39
H 1.559 -1.734 -3.434 0.25
H 0.541 -1.907 -4.867 0.40
H 0.925 0.200 -4.033 0.17
H 1.419 2.265 -5.213 0.44
H 0.378 4.413 -4.501 0.40
H -1.252 4.363 -2.593 0.48
C 1.890 -2.655 4.450 -0.58
C 0.573 -2.316 4.181 -0.83
C 0.266 -1.551 3.064 -0.64
C 1.269 -1.112 2.209 0.88
C 2.589 -1.480 2.470 -0.52
C 2.896 -2.242 3.588 -0.90
As 0.854 0.009 0.671 0.53
C 2.182 -0.643 -0.570 0.61
C 2.999 0.233 -1.270 -0.66
C 3.989 -0.269 -2.106 -0.79
C 4.170 -1.639 -2.229 -0.53
C 3.342 -2.515 -1.537 -0.90
C 2.340 -2.018 -0.720 -0.32
C 1.531 1.758 1.153 0.34
C 0.798 2.868 0.747 -0.27
C 1.262 4.146 1.029 -0.87
C 2.451 4.314 1.722 -0.58
C 3.181 3.205 2.134 -0.74
C 2.724 1.928 1.849 -0.44
H 2.131 -3.255 5.318 0.39
H -0.222 -2.659 4.831 0.46
H -0.769 -1.337 2.835 0.58
H 3.384 -1.185 1.798 0.42
H 3.924 -2.519 3.779 0.42
H 2.870 1.304 -1.170 0.51
H 4.624 0.415 -2.654 0.42
H 4.948 -2.026 -2.874 0.38
H 3.467 -3.584 -1.645 0.42
H 1.697 -2.704 -0.180 0.37
H -0.139 2.730 0.212 0.34
H 0.693 5.007 0.703 0.45
H 2.813 5.310 1.943 0.38
H 4.108 3.336 2.677 0.42
H 3.298 1.070 2.173 0.29
```

Molar mass   852.73 g/mol
LUMO energy   0.20 eV
Relative energy (zero: lowest compared OMol25 entry of this formula, charge and spin)   0.0 kcal/mol
Largest force on an atom   0.726 eV/Å
Net charge   0


Entry 2:
Computed, not measured: a 2-piece molecular cluster, C3H8F2N2 overall at a distorted geometry, with ωB97M-V/def2-TZVPD.

Structure (XYZ):
```
15
Properties=species:S:1:pos:R:3:mulliken_charge:R:1
C 1.338 -0.493 -1.642 -0.71
C -0.321 -0.070 2.272 -0.52
C -0.502 0.832 -0.683 0.56
N 0.035 0.175 -1.755 -0.24
N -0.850 -0.678 1.129 -0.56
F 0.337 1.720 -0.089 -0.22
F -1.776 1.231 -0.804 -0.22
H 1.792 0.089 -0.781 0.28
H 1.266 -1.523 -1.317 0.26
H 1.753 -0.440 -2.667 0.27
H 0.649 0.072 1.951 0.21
H -0.851 1.081 2.328 0.15
H -0.420 -0.593 3.221 0.31
H -0.593 -0.417 -2.325 0.27
H -1.856 -0.983 1.161 0.16
```

Molar mass   110.11 g/mol
LUMO energy (alpha / beta)   0.65 / 0.47 eV
Relative energy (zero: lowest compared OMol25 entry of this formula, charge and spin)   103.4 kcal/mol
Largest force on an atom   4.977 eV/Å
Net charge   0


Entry 3:
Computed, not measured: one molecule with the formula C4H9N, with ωB97M-V/def2-TZVPD.

Structure (XYZ):
```
14
Properties=species:S:1:pos:R:3:mulliken_charge:R:1
C 0.654 1.666 -0.627 -1.12
C -0.022 0.540 -0.390 0.80
C -0.466 -0.430 -1.466 -1.01
N -0.389 0.193 0.913 -0.30
C 0.007 -1.070 1.506 -0.82
H 0.870 1.994 -1.629 0.27
H 1.057 2.258 0.189 0.24
H -1.441 -0.127 -1.860 0.25
H -0.619 -1.398 -1.014 0.32
H 0.279 -0.445 -2.257 0.30
H -0.213 0.967 1.539 0.23
H -0.714 -1.323 2.284 0.25
H 0.954 -0.977 2.054 0.26
H 0.043 -1.848 0.758 0.33
```

Structure (SMILES)   C=C(C)NC
Molar mass   71.12 g/mol
LUMO energy   1.14 eV
Relative energy (zero: lowest compared OMol25 entry of this formula, charge and spin)   14.7 kcal/mol
Largest force on an atom   0.925 eV/Å
Net charge   0


Entry 4:
Computed, not measured: a 6-piece molecular cluster, C38H84N4O6 overall at a distorted geometry, with ωB97M-V/def2-TZVPD.

Structure (XYZ):
```
132
Properties=species:S:1:pos:R:3:mulliken_charge:R:1
C 1.132 5.778 1.878 -2.00
C 0.605 4.426 1.448 1.69
C 0.876 3.442 2.543 -1.57
C -0.927 4.549 1.294 -1.28
C -1.387 5.127 -0.051 -1.16
C -0.753 4.396 -1.247 -0.41
C 0.814 4.522 -1.207 1.41
C 1.287 3.523 -2.302 -1.91
C 1.251 5.957 -1.492 -1.65
N 1.211 3.965 0.168 1.52
O 2.513 3.734 0.310 -0.40
H 0.827 5.993 2.902 0.50
H 2.217 5.701 1.945 0.38
H 0.873 6.662 1.296 0.30
H 1.941 3.418 2.774 0.30
H 0.387 3.846 3.429 0.50
H 0.528 2.422 2.384 -0.02
H -1.403 3.589 1.496 0.25
H -1.267 5.242 2.064 0.46
H -2.473 5.055 -0.116 0.46
H -1.188 6.199 -0.058 0.41
H -1.092 4.714 -2.233 0.69
H -1.070 3.355 -1.188 -0.53
H 1.146 3.870 -3.326 0.46
H 0.998 2.476 -2.212 0.06
H 2.373 3.425 -2.280 0.48
H 0.803 6.338 -2.410 0.40
H 2.328 6.009 -1.645 0.44
H 1.011 6.659 -0.693 0.27
H 2.858 4.587 0.036 0.30
C 0.280 -4.009 -0.422 -1.44
C -0.342 -4.207 0.987 1.61
C -0.078 -5.643 1.461 -1.91
C 0.278 -3.222 1.958 -0.36
C -0.499 -2.865 3.187 -0.98
C -1.778 -2.299 2.717 -0.75
C -2.625 -3.255 1.836 1.94
C -3.315 -4.308 2.762 -1.83
C -3.702 -2.426 1.210 -1.84
N -1.799 -3.874 0.747 1.25
O -2.528 -4.901 0.047 -0.63
H -0.238 -4.566 -1.202 0.41
H 0.301 -2.945 -0.659 0.14
H 1.338 -4.269 -0.428 0.23
H 0.957 -5.932 1.279 0.43
H -0.521 -5.755 2.451 0.40
H -0.694 -6.367 0.929 0.38
H 1.240 -3.639 2.256 0.41
H 0.576 -2.342 1.388 -0.42
H -0.533 -3.734 3.844 0.40
H 0.019 -2.066 3.717 0.40
H -1.553 -1.412 2.125 -0.41
H -2.260 -1.973 3.638 0.54
H -2.763 -5.182 3.109 0.29
H -4.160 -4.788 2.268 0.39
H -3.622 -3.820 3.687 0.38
H -3.356 -1.475 0.804 0.00
H -4.394 -2.009 1.942 0.36
H -4.222 -2.854 0.354 0.41
H -2.870 -4.466 -0.738 0.35
C 3.324 -0.023 2.883 -1.39
C 4.710 0.216 2.214 2.10
C 5.123 1.665 2.470 -1.72
C 5.727 -0.699 2.951 -1.42
C 5.673 -2.195 2.531 -0.60
C 5.857 -2.234 0.975 -1.43
C 4.877 -1.411 0.166 1.88
C 5.574 -1.319 -1.212 -2.18
C 3.525 -2.258 0.144 -1.30
N 4.787 -0.058 0.759 0.11
O 3.960 0.702 0.010 -0.37
H 2.548 0.316 2.197 0.13
H 3.125 -1.081 3.054 0.18
H 3.166 0.523 3.813 0.52
H 5.012 1.838 3.541 0.43
H 6.139 1.873 2.136 0.43
H 4.436 2.411 2.070 -0.04
H 6.795 -0.506 2.857 0.39
H 5.521 -0.540 4.010 0.43
H 6.501 -2.742 2.983 0.43
H 4.735 -2.670 2.818 0.25
H 5.734 -3.308 0.834 0.35
H 6.880 -2.070 0.636 0.48
H 4.933 -0.733 -1.871 0.36
H 5.645 -2.332 -1.606 0.41
H 6.564 -0.867 -1.278 0.45
H 3.710 -3.292 -0.144 0.47
H 2.734 -1.807 -0.455 0.47
H 3.150 -2.270 1.168 0.05
H 3.082 0.330 0.127 0.30
C -5.334 -1.977 -3.549 -1.70
C -3.856 -1.692 -3.555 1.47
C -3.160 -2.837 -2.788 -1.51
C -3.287 -1.850 -5.023 -1.26
C -3.578 -0.669 -5.935 -0.84
C -2.902 0.599 -5.311 -1.17
C -3.372 0.848 -3.864 1.62
C -2.437 1.913 -3.238 -2.60
C -4.751 1.493 -3.987 -1.83
N -3.399 -0.401 -3.025 0.90
O -3.734 -0.209 -1.701 -0.45
H -5.946 -1.235 -4.062 0.36
H -5.531 -3.006 -3.850 0.41
H -5.655 -1.968 -2.507 0.33
H -3.352 -3.761 -3.334 0.53
H -2.077 -2.726 -2.823 0.56
H -3.616 -2.884 -1.799 -0.38
H -2.225 -2.068 -4.904 0.45
H -3.803 -2.713 -5.443 0.45
H -3.222 -0.806 -6.956 0.41
H -4.661 -0.561 -5.995 0.36
H -2.911 1.455 -5.985 0.45
H -1.838 0.377 -5.222 0.45
H -2.792 2.269 -2.271 0.55
H -2.444 2.790 -3.884 0.51
H -1.377 1.660 -3.258 0.51
H -5.424 0.717 -4.353 0.37
H -4.747 2.425 -4.554 0.40
H -5.032 1.828 -2.989 0.40
H -2.925 -0.468 -1.254 0.22
C -0.994 0.756 4.299 -0.31
O -2.053 1.254 3.440 -0.49
H -0.488 1.644 4.677 0.39
H -1.222 0.048 5.096 0.39
H -0.326 0.193 3.647 -0.22
H -2.669 1.770 3.965 0.26
C -0.266 0.372 0.168 0.24
O 1.051 0.833 0.127 -0.61
H -0.724 0.777 -0.735 -0.06
H -0.294 -0.717 0.124 -0.21
H -0.812 0.899 0.950 0.21
H 1.082 1.793 0.118 -0.24
```

Structure (SMILES)   CC1(C)CCCC(C)(C)N1O.CC1(C)CCCC(C)(C)N1O.CC1(C)CCCC(C)(C)N1O.CC1(C)CCCC(C)(C)N1O.CO.CO
Molar mass   693.11 g/mol
LUMO energy   0.54 eV
Relative energy (zero: lowest compared OMol25 entry of this formula, charge and spin)   45.2 kcal/mol
Largest force on an atom   4.686 eV/Å
Net charge   0


- Which formula does entry 1 have?
  C33H33AsFN3O4PtSi


What did the third record say?
Computed, not measured: one molecule with the formula C4H9N, with ωB97M-V/def2-TZVPD.

Structure (XYZ):
```
14
Properties=species:S:1:pos:R:3:mulliken_charge:R:1
C 0.654 1.666 -0.627 -1.12
C -0.022 0.540 -0.390 0.80
C -0.466 -0.430 -1.466 -1.01
N -0.389 0.193 0.913 -0.30
C 0.007 -1.070 1.506 -0.82
H 0.870 1.994 -1.629 0.27
H 1.057 2.258 0.189 0.24
H -1.441 -0.127 -1.860 0.25
H -0.619 -1.398 -1.014 0.32
H 0.279 -0.445 -2.257 0.30
H -0.213 0.967 1.539 0.23
H -0.714 -1.323 2.284 0.25
H 0.954 -0.977 2.054 0.26
H 0.043 -1.848 0.758 0.33
```

Structure (SMILES)   C=C(C)NC
Molar mass   71.12 g/mol
LUMO energy   1.14 eV
Relative energy (zero: lowest compared OMol25 entry of this formula, charge and spin)   14.7 kcal/mol
Largest force on an atom   0.925 eV/Å
Net charge   0